No. 1
# C27H50O6

The molecule C27H50O6 (ωB97M-V/def2-TZVPD, OMol25).

```
83
Properties=species:S:1:pos:R:3:forces:R:3:nbo_charge:R:1
C -4.266594 -1.958752 0.586890 -0.1 0.1 -0.2 -0.606
C -4.368248 -0.757811 -0.344835 0.2 0.0 0.3 -0.386
C -3.612375 0.445945 0.213186 -0.2 0.0 -0.4 -0.409
C -3.647061 1.643068 -0.735610 0.3 0.0 0.4 -0.386
C -2.753097 2.775757 -0.235696 -0.3 0.1 -0.2 -0.410
C -2.837457 4.048350 -1.078990 0.2 -0.1 0.1 -0.380
C -2.322415 3.857184 -2.510421 0.0 0.1 0.2 -0.510
C -0.890315 3.384854 -2.491060 -0.2 0.3 -0.1 0.818
O 0.019219 3.942730 -1.939086 0.1 0.1 0.1 -0.609
O -0.755969 2.244525 -3.193333 -0.3 -0.3 -0.1 -0.520
C 0.519789 1.621307 -3.188952 0.6 -0.1 0.5 -0.103
C 0.599717 0.571047 -2.071687 0.0 -0.1 -0.7 0.028
C -0.500683 -0.488524 -2.191647 0.0 0.6 0.2 -0.098
O -0.023596 -1.762701 -1.783083 0.2 -0.2 -0.2 -0.511
C -0.144726 -2.090870 -0.487457 0.0 -0.4 0.0 0.823
O -0.690288 -1.396023 0.327179 0.0 0.1 0.1 -0.622
C 0.486521 -3.431222 -0.211616 0.1 0.0 0.1 -0.511
C 1.669052 -3.277606 0.755554 0.0 0.2 -0.1 -0.380
C 2.702594 -2.247205 0.298438 -0.1 -0.4 -0.1 -0.400
C 3.313610 -2.535485 -1.070786 0.1 0.3 0.3 -0.400
C 4.403992 -1.519907 -1.408393 -0.2 -0.3 -0.3 -0.402
C 4.918735 -1.676854 -2.836873 0.1 0.2 0.2 -0.385
C 5.985566 -0.639686 -3.164129 -0.1 -0.2 -0.1 -0.600
O 0.461331 1.230097 -0.818483 -0.4 -0.1 0.2 -0.519
C 1.585883 1.671021 -0.230640 0.3 0.3 0.2 0.825
O 2.685343 1.422120 -0.653348 0.1 0.0 -0.1 -0.612
C 1.288540 2.528249 0.967936 -0.2 0.0 0.0 -0.499
C 0.464205 1.823011 2.049430 0.2 -0.1 -0.1 -0.387
C 1.180059 0.592957 2.614067 -0.1 0.1 0.2 -0.419
C 0.810000 0.303545 4.069526 -0.1 0.0 -0.1 -0.381
C -0.667770 -0.011297 4.302984 0.3 -0.3 0.0 -0.397
C -1.109363 -1.340075 3.694830 -0.2 0.2 0.1 -0.403
C -2.553583 -1.663616 4.057597 0.2 -0.1 -0.1 -0.601
H -3.221959 -2.201900 0.766922 0.1 -0.1 0.1 0.211
H -4.734699 -1.739773 1.543701 0.0 0.0 0.1 0.201
H -4.758725 -2.827187 0.154115 0.0 -0.1 0.0 0.204
H -3.952930 -1.023958 -1.320917 0.0 0.0 -0.1 0.186
H -5.418385 -0.494960 -0.495909 0.0 0.0 -0.1 0.193
H -2.576796 0.154861 0.400779 0.1 0.0 0.1 0.219
H -4.048711 0.731653 1.173242 0.0 0.0 0.1 0.194
H -3.314875 1.322524 -1.725745 0.0 0.0 -0.1 0.188
H -4.675402 2.001963 -0.831333 -0.1 0.0 -0.1 0.194
H -1.718401 2.428748 -0.214801 0.1 0.0 0.1 0.210
H -3.039681 3.023641 0.789349 0.1 0.0 0.1 0.205
H -2.236866 4.825008 -0.601565 -0.1 0.1 0.0 0.217
H -3.871830 4.395518 -1.121307 0.0 0.1 0.0 0.204
H -2.927808 3.138390 -3.059623 0.0 0.1 0.0 0.224
H -2.352218 4.816524 -3.031312 0.0 -0.1 -0.1 0.239
H 1.294590 2.378427 -3.023540 -0.1 -0.2 -0.1 0.227
H 0.650556 1.151424 -4.164881 0.0 0.0 0.1 0.200
H 1.587183 0.091244 -2.118510 -0.2 0.1 -0.1 0.231
H -1.351015 -0.195038 -1.569634 0.0 0.0 -0.2 0.221
H -0.809557 -0.600661 -3.231432 0.0 0.0 0.1 0.202
H -0.266214 -4.074329 0.248457 0.0 0.0 -0.1 0.238
H 0.807068 -3.872118 -1.153854 0.0 0.0 0.0 0.227
H 1.282810 -2.973357 1.730581 0.0 -0.1 0.0 0.215
H 2.148026 -4.252137 0.869652 0.0 0.0 0.1 0.207
H 3.501946 -2.212045 1.042429 0.0 0.1 0.0 0.209
H 2.243908 -1.256571 0.277206 0.0 0.1 0.1 0.200
H 2.537996 -2.488936 -1.838172 0.0 -0.1 -0.1 0.195
H 3.733940 -3.544652 -1.081239 0.0 -0.1 -0.1 0.193
H 4.010463 -0.509753 -1.276722 0.0 0.0 0.1 0.221
H 5.236284 -1.637801 -0.710690 0.1 0.1 0.1 0.192
H 4.084466 -1.570007 -3.535244 0.0 -0.1 0.0 0.187
H 5.331385 -2.680536 -2.968008 -0.1 -0.1 -0.1 0.191
H 6.326586 -0.746927 -4.191570 0.1 0.1 -0.1 0.204
H 5.587126 0.363815 -3.033409 0.0 0.1 0.0 0.205
H 6.842406 -0.754109 -2.503907 0.1 0.0 0.1 0.200
H 2.242968 2.863105 1.377120 0.0 0.0 -0.1 0.225
H 0.740473 3.397367 0.593988 0.0 0.0 0.0 0.249
H 0.287820 2.543560 2.851282 -0.1 0.0 0.0 0.203
H -0.500659 1.528681 1.637891 -0.1 0.1 0.0 0.215
H 0.946550 -0.273873 1.996808 0.1 -0.1 -0.1 0.214
H 2.260466 0.751689 2.566175 0.1 0.0 -0.1 0.201
H 1.409315 -0.540200 4.421508 0.0 0.0 0.1 0.198
H 1.082227 1.172610 4.675055 0.1 0.0 0.0 0.195
H -1.283400 0.792873 3.896937 -0.1 0.1 0.0 0.193
H -0.843404 -0.045253 5.382260 -0.1 0.1 0.0 0.196
H -1.016158 -1.299334 2.610634 0.1 -0.1 0.0 0.224
H -0.457720 -2.137349 4.062586 0.1 0.0 0.0 0.185
H -2.856932 -2.611021 3.618013 -0.1 -0.1 0.0 0.206
H -2.674261 -1.731410 5.137545 -0.1 0.0 0.1 0.197
H -3.218574 -0.886566 3.687598 -0.1 0.1 0.0 0.199
```
Positions in Å, forces in eV/Å.

## Properties
Energy relative to the best compared isomer or geometry (same formula, charge and spin) = 5.3 kJ/mol
HOMO-LUMO gap = 10.97 eV
SMILES string = CCCCCCCC(=O)OCC(COC(=O)CCCCCCC)OC(=O)CCCCCCC
Highest occupied orbital energy = -10.271 eV

=====

No. 2
# C16H36BN4O11S3

A cluster of 4 separate species, C16H36BN4O11S3 in total in a non-equilibrium geometry (ωB97M-V/def2-TZVPD, OMol25).

```
71
Properties=species:S:1:pos:R:3:forces:R:3:lowdin_charge:R:1
C 2.132709 0.311182 -0.849922 0.7 -0.7 0.0 0.125
C 2.713228 0.111019 -1.913270 1.3 0.1 0.9 -0.091
C 3.839070 -0.177154 -2.992392 -1.5 0.1 1.9 -0.096
N 3.420472 0.372636 -4.296802 -0.1 -1.5 -1.1 -0.061
C 2.853133 -0.627894 -5.288844 0.5 0.0 -1.5 -0.005
B 1.220766 -0.480383 -5.408483 -1.1 0.5 -0.3 -0.490
O 0.646063 0.266064 -6.487085 0.7 -0.7 2.0 0.101
O 0.401428 -1.068485 -4.411974 1.1 1.6 -0.6 0.113
C 3.515053 1.618691 -4.724329 0.7 4.8 -0.7 -0.215
N 3.164418 2.201542 -5.978474 0.3 0.7 0.1 0.129
C 3.469544 3.566847 -6.023489 0.4 -4.6 4.2 0.015
N 3.988880 3.814270 -4.744339 -1.0 1.9 -4.0 0.056
N 4.013872 2.708335 -3.981332 0.1 -1.0 0.5 -0.056
C 4.527678 2.909824 -2.608459 -0.3 -0.5 2.0 0.007
H 1.727170 0.326366 0.219929 0.4 0.2 -2.2 0.073
H 3.894790 -1.310216 -3.053611 0.0 1.5 -0.2 0.141
H 4.851593 0.212577 -2.655050 -1.4 -0.4 -0.4 0.129
H 3.151646 -1.690314 -5.036845 -0.2 1.4 0.2 0.134
H 3.377673 -0.384269 -6.274636 -0.9 -0.4 1.2 0.131
H 0.777219 1.222079 -6.330555 0.1 -0.6 -0.5 0.090
H 0.543748 -0.555675 -3.581655 -0.2 -0.9 -0.4 0.102
H 3.319723 4.266277 -6.884242 0.2 -0.8 1.2 0.157
H 4.301963 4.742381 -4.451824 0.0 -0.8 0.4 0.178
H 4.698184 4.016273 -2.423831 0.0 -1.5 -0.4 0.112
H 5.448981 2.287854 -2.362703 -1.0 1.1 -0.7 0.110
H 3.747793 2.593077 -1.835193 0.8 0.4 -1.2 0.102
O 1.560032 -3.721681 0.334888 0.1 0.2 -0.5 -0.281
S 1.898363 -4.577389 -0.766589 -0.3 -1.0 0.1 0.586
O 2.410080 -4.050293 -2.003038 -0.1 0.3 0.4 -0.300
O 0.646618 -5.535924 -1.089176 0.9 0.2 0.3 -0.260
C -0.632228 -4.933897 -1.316342 -0.9 0.4 -0.4 -0.259
C -0.731009 -4.347872 -2.710458 0.2 0.2 -0.1 -0.072
C 2.996137 -5.839775 -0.195178 0.0 -0.1 0.0 -0.119
H -0.846268 -4.180205 -0.554099 0.2 -0.1 0.0 0.117
H -1.376837 -5.724086 -1.204879 0.3 -0.1 0.1 0.125
H -0.065766 -3.489195 -2.821346 -0.1 0.0 0.0 0.055
H -1.749842 -4.014872 -2.917416 0.0 -0.1 0.1 0.086
H -0.437708 -5.083446 -3.462492 -0.1 0.0 0.1 0.088
H 2.583231 -6.282454 0.709672 0.0 0.1 -0.1 0.078
H 3.958145 -5.374989 0.019191 -0.1 0.1 0.0 0.076
H 3.110227 -6.588503 -0.977703 0.0 0.1 0.0 0.077
O 1.458455 4.013598 2.564834 -0.1 -0.4 -0.3 -0.280
S 1.134071 2.738343 3.138388 -0.4 0.1 1.1 0.590
O 1.122360 1.536476 2.350003 0.2 0.4 -0.3 -0.302
O -0.261802 2.855685 3.924168 1.0 -0.1 0.0 -0.259
C -1.399335 3.374468 3.223864 -0.9 0.2 -0.6 -0.253
C -2.015511 2.335409 2.307901 0.2 -0.2 -0.2 -0.075
C 2.158973 2.471903 4.553847 -0.1 0.0 0.1 -0.119
H -1.133622 4.280123 2.672362 0.2 -0.1 0.1 0.116
H -2.130260 3.662081 3.981632 0.3 -0.1 0.2 0.125
H -1.345617 2.096767 1.478768 0.0 0.1 0.0 0.067
H -2.955066 2.699608 1.889103 0.0 0.0 0.1 0.087
H -2.204234 1.406416 2.848588 -0.1 0.1 0.0 0.075
H 2.125350 3.358487 5.184757 0.0 0.0 -0.1 0.078
H 3.176049 2.298732 4.203080 -0.1 0.0 -0.1 0.076
H 1.796554 1.597238 5.091924 0.0 0.1 -0.1 0.077
O -4.673236 1.413149 4.205837 -0.2 -0.4 -0.2 -0.289
S -5.007253 0.134267 4.772490 -0.3 -0.1 0.8 0.588
O -5.024377 -1.062918 3.983109 0.1 0.5 -0.2 -0.275
O -6.405559 0.258761 5.558123 0.8 0.0 0.0 -0.262
C -7.536736 0.785956 4.858139 -0.8 0.2 -0.6 -0.263
C -8.157818 -0.248266 3.938443 0.2 -0.2 -0.2 -0.074
C -3.985752 -0.142808 6.188847 -0.1 0.0 0.1 -0.120
H -7.264227 1.690929 4.308816 0.2 -0.1 0.1 0.115
H -8.266842 1.076740 5.615668 0.3 -0.1 0.2 0.124
H -7.488539 -0.489511 3.110352 -0.1 0.0 0.0 0.071
H -9.094552 0.123755 3.518861 0.0 0.0 0.1 0.082
H -8.353234 -1.177591 4.477479 -0.1 0.1 0.0 0.086
H -4.014767 0.741816 6.822991 0.0 -0.1 -0.1 0.075
H -2.969283 -0.320894 5.838543 -0.1 0.0 -0.1 0.075
H -4.354159 -1.017041 6.723453 0.0 0.1 -0.1 0.077
```
Positions in Å, forces in eV/Å.

## Properties
Charge = +1
HOMO-LUMO gap = 9.20 eV
Highest occupied orbital energy = -12.222 eV

=====

No. 3
# C3H8N2S

A cluster of 2 separate species, C3H8N2S in total in a non-equilibrium geometry (ωB97M-V/def2-TZVPD, OMol25).

```
14
Properties=species:S:1:pos:R:3:forces:R:3:nbo_charge:R:1
C 1.238858 -0.097252 1.062730 -0.6 0.3 -2.1 -0.262
C 1.623311 -0.439207 -0.450790 -1.8 -0.5 1.8 -0.245
C -2.538463 0.148248 -0.024711 -1.7 -0.5 -0.5 -0.577
N 0.790219 1.276692 1.066052 0.1 0.2 0.2 -0.688
N 0.876680 0.517030 -1.318741 3.8 -0.7 1.5 -0.816
S 0.214204 1.646221 -0.346554 -1.5 1.7 1.3 0.933
H 0.372324 -0.756864 1.130353 -0.3 0.1 1.1 0.181
H 1.969884 -0.301579 1.829031 0.3 -0.1 0.0 0.218
H 2.644822 -0.490073 -0.633095 1.8 0.2 -0.5 0.195
H 1.178949 -1.437361 -0.472142 0.4 0.0 -1.1 0.193
H -2.436778 -0.911597 0.111800 0.9 -0.5 0.0 0.154
H -3.151844 0.302965 -0.922145 0.7 0.4 0.0 0.161
H -3.067646 0.525408 0.834979 0.4 0.7 0.4 0.166
H 0.285483 0.017368 -1.866761 -2.5 -1.4 -2.0 0.388
```
Positions in Å, forces in eV/Å.

## Properties
Energy relative to the best compared isomer or geometry (same formula, charge and spin) = 525.2 kJ/mol
HOMO-LUMO gap (spin up / spin down) = 9.22 / 7.00 eV
Highest occupied orbital energy (spin up / spin down) = -9.048 / -7.239 eV